C3H6N2 | ωB97M-V with the def2-TZVPD basis set

The value obtained for the frontier orbital gap is 0.3954 Ha. The LUMO energy is 0.03269 Eh.

```
! RIJCOSX wB97M-V def2-TZVPD def2/J DEFGRID3
* xyz 0 1
C 1.16637 -0.73909 0.09119
N 0.68407 0.48297 -0.44271
C -0.55819 0.89761 0.19200
C -1.72553 0.02164 -0.02687
N -2.67545 -0.62607 -0.18223
H 1.53567 -0.66892 1.09208
H 0.35024 -1.50540 0.11753
H 2.02973 -1.06942 -0.52611
H 0.50742 0.35208 -1.40739
H -0.90881 1.88889 -0.15765
H -0.40551 0.96570 1.25017
*
```

=====

C2H4BFO | ωB97M-V with the def2-TZVPD basis set

The value obtained for the frontier orbital gap is 0.3622 Ha. The LUMO energy is 0.01526 Eh.

```
! RIJCOSX wB97M-V def2-TZVPD def2/J DEFGRID3
* xyz 0 1
C -1.12256 -0.17326 -0.22824
C -2.38812 -0.01154 -0.05218
O -3.52417 0.03063 0.13061
H -0.71691 -0.57546 0.66915
H -0.58220 0.21694 -1.07664
B 2.14146 0.16518 0.15172
F 1.74851 -1.08420 -0.01419
H 1.79129 0.72747 1.11849
H 2.65270 0.70423 -0.69873
*
```

=====

C5H16IN4O3 | ωB97M-V with the def2-TZVPD basis set

The value obtained for the frontier orbital gap (spin up / spin down) is 0.3656 / 0.1829 Ha. The LUMO energy (spin up / spin down) is 0.00058 / -0.18185 Eh.

```
! RIJCOSX wB97M-V def2-TZVPD def2/J DEFGRID3
* xyz 0 2
I 1.94785 -1.45075 1.48541
C -2.77391 0.85678 1.02450
C -2.94611 -0.63047 1.45389
C -3.30846 -1.51017 0.30506
O -1.78347 -1.20954 2.11176
H -3.77080 1.25489 0.83529
H -2.08934 0.98832 0.18654
H -2.41150 1.36684 1.91702
H -3.75266 -0.76798 2.17407
H -4.18555 -1.15854 -0.23822
H -3.61628 -2.49206 0.66454
H -2.48751 -1.75584 -0.36857
H -0.97313 -1.14249 1.60141
C 0.75403 2.74706 0.24048
O 0.39845 3.83934 -0.11171
N 1.65032 1.95505 -0.24466
N 0.09584 2.00746 1.17409
H 2.16360 2.39182 -0.99691
H 1.99824 1.10203 0.16936
H 0.37243 1.03967 1.25750
H -0.71104 2.45932 1.58015
C 3.45417 -1.05959 -2.47817
O 3.93977 -0.85652 -3.55513
N 3.91875 -1.84304 -1.58639
N 2.34041 -0.67609 -2.10434
H 4.73421 -2.39747 -1.80490
H 3.34105 -2.06585 -0.78845
H 1.94113 -0.88551 -1.20055
H 1.75954 -0.10669 -2.70307
*
```

=====

C40H34ClGeIN3OPdS | ωB97M-V with the def2-TZVPD basis set

The value obtained for the frontier orbital gap (spin up / spin down) is 0.1744 / 0.1790 Ha. The LUMO energy (spin up / spin down) is -0.12912 / -0.20017 Eh.

```
! RIJCOSX wB97M-V def2-TZVPD def2/J DEFGRID3
* xyz 1 5
Pd -0.05585 1.19791 1.35226
Cl -0.97258 7.73522 -0.49516
C -0.57575 6.35304 0.33181
C -0.83861 6.36900 1.67799
C -0.77037 5.21418 2.49072
I -1.19639 5.39177 4.53149
C -0.40440 3.94818 2.00797
O -0.42256 2.87710 2.67778
C -0.06235 3.99603 0.65330
N 0.50656 2.89733 0.21896
C 1.11885 2.89128 -1.01662
C 1.23722 4.00579 -1.75075
C 0.64132 5.22075 -1.39306
C -0.02431 5.20550 -0.18466
H -1.25848 7.33362 1.98282
H 1.50744 1.97148 -1.33173
H 1.75942 4.00213 -2.68331
H 0.70102 6.19337 -1.91090
C 4.04536 -0.04570 2.52973
C 3.76363 -1.02421 3.45954
C 2.46651 -1.26918 3.88672
C 1.41738 -0.54616 3.32206
N 1.68617 0.31678 2.33629
C 2.95088 0.61320 1.93380
C 0.00425 -0.44283 3.78895
C -0.51085 -1.14610 4.87833
C -1.87569 -0.98419 5.27592
C -2.68913 -0.20757 4.46027
C -2.14740 0.29480 3.27610
N -0.86162 0.27313 2.97834
H 5.03917 0.28037 2.22710
H 4.62814 -1.63422 3.81834
H 2.22596 -1.91438 4.73855
H 3.03667 1.41221 1.12261
H 0.26097 -1.53147 5.61493
H -2.22726 -1.59248 6.10717
H -3.72868 0.13480 4.69519
H -2.78660 0.70810 2.47663
C 4.55184 -0.41416 -5.08782
S 3.48401 0.71695 -4.24973
C 3.09136 1.86452 -5.57536
H 5.20987 0.23309 -5.70284
H 4.09421 -1.17554 -5.74076
H 5.13723 -0.99203 -4.33672
H 2.30212 2.60819 -5.25529
H 2.65028 1.34431 -6.38950
H 4.04350 2.41725 -5.74904
C 0.06275 -0.09545 0.02828
Ge -0.99482 -1.59145 -0.41313
C -1.04490 -2.84204 1.01911
C -2.21896 -3.34788 1.52706
C -2.31043 -4.67096 2.04954
C -1.07231 -5.31711 2.24873
C 0.13851 -4.75768 1.85863
C 0.13531 -3.44847 1.43879
C -2.70588 -0.86131 -1.07778
C -3.46165 -0.28080 -0.04279
C -4.54740 0.55977 -0.29732
C -4.77662 0.96052 -1.60319
C -4.02938 0.48552 -2.65322
C -3.01974 -0.45659 -2.43849
C -0.17632 -2.43854 -1.91673
C 0.51682 -1.69727 -2.88685
C 1.16694 -2.28700 -3.97934
C 0.88227 -3.59196 -4.26966
C 0.27115 -4.37291 -3.33242
C -0.36580 -3.82836 -2.21791
H 1.12108 -0.41549 -0.12276
H -3.14248 -2.76079 1.39621
H -3.24932 -5.08747 2.31555
H -1.03339 -6.13346 2.93306
H 1.05374 -5.21478 2.16718
H 1.09016 -2.94148 1.30784
H -3.21936 -0.58739 1.04988
H -5.27403 0.75949 0.51383
H -5.69395 1.59875 -1.77780
H -4.03577 0.78872 -3.68251
H -2.66104 -0.99084 -3.37839
H 0.36976 -0.60078 -2.83706
H 1.81651 -1.72916 -4.64883
H 1.09751 -3.92699 -5.28083
H 0.18475 -5.52760 -3.34049
H -1.02621 -4.45193 -1.65457
*
```

=====

C3H9ClSSi | ωB97M-V with the def2-TZVPD basis set

The value obtained for the frontier orbital gap (spin up / spin down) is 0.2693 / 0.2163 Ha. The LUMO energy (spin up / spin down) is -0.04309 / -0.06656 Eh.

```
! RIJCOSX wB97M-V def2-TZVPD def2/J DEFGRID3
* xyz 0 1
C 0.23439 -0.67346 -1.47078
C 0.62579 -0.91769 1.60916
C 1.01055 1.87487 -0.00353
Si 0.10907 0.18240 0.16121
S -3.12445 1.90041 -0.11269
Cl 2.80934 1.42920 0.18463
H 1.18947 -0.41251 -1.89027
H 0.07648 -1.82479 -1.37911
H -0.44295 -0.33691 -2.16970
H 1.44134 -0.42285 2.26920
H -0.18307 -1.12957 2.15998
H 1.03619 -1.80366 1.23902
H 1.02783 2.54760 0.74877
H 1.12506 2.32842 -0.97530
H -3.73673 0.93740 -0.86641
*
```

=====

C31H42IO2PPd | ωB97M-V with the def2-TZVPD basis set

The value obtained for the frontier orbital gap is 0.0926 Ha. The LUMO energy is 0.12522 Eh.

```
! RIJCOSX wB97M-V def2-TZVPD def2/J DEFGRID3
* xyz -2 1
Pd -0.06830 0.37570 -0.10160
C -1.07200 0.66700 2.21390
C -1.82080 0.89820 1.02360
C -2.18520 -0.37950 0.50170
C -1.72780 -1.37280 1.40400
C -1.07380 -0.73380 2.47010
C -0.53230 -1.44000 3.68120
C -2.07900 -2.83350 1.32750
C -3.21510 -0.63200 -0.56680
C -2.38930 2.21420 0.54930
C -0.72480 1.72320 3.23240
H -1.27830 -2.13370 4.08750
H -0.27590 -0.72840 4.46710
H 0.36200 -2.03280 3.45210
H -3.08410 -3.02250 1.73410
H -1.37920 -3.44670 1.89780
H -2.07800 -3.17760 0.29330
H -2.77170 -1.11030 -1.44110
H -3.66350 0.30560 -0.89150
H -4.00860 -1.28650 -0.18250
H -3.43590 2.31730 0.86850
H -2.35250 2.27010 -0.54090
H -1.83240 3.06080 0.95770
H -1.43140 1.70250 4.07720
H -0.77150 2.71930 2.78800
H 0.28040 1.59060 3.64300
C 5.19850 -0.19990 -0.22130
C 3.84600 -0.81400 -0.57180
C 3.86570 -1.32310 -2.01040
C 3.59430 -2.01090 0.34910
P 2.28660 0.31520 -0.32160
C 2.82350 0.95150 1.31880
C 2.27820 0.21030 2.36750
C 2.64410 0.43280 3.67990
C 3.54940 1.44490 3.98760
C 4.06400 2.22030 2.96510
C 3.72770 1.96620 1.64390
C 2.35910 1.74990 -1.57050
C 1.93790 1.16560 -2.92270
C 1.20730 2.60990 -1.03510
C 3.62020 2.57870 -1.80500
H 5.98450 -0.95180 -0.33380
H 5.21230 0.15350 0.80680
H 5.44160 0.63650 -0.87100
H 4.50850 -2.20370 -2.09720
H 4.24540 -0.56600 -2.69210
H 2.85820 -1.59400 -2.32050
H 4.31370 -2.81020 0.14520
H 2.58460 -2.39120 0.18660
H 3.68650 -1.71860 1.39450
H 1.52370 -0.52670 2.11620
H 2.23240 -0.18240 4.46900
H 3.84610 1.62440 5.01450
H 4.76220 3.01820 3.19580
H 4.18180 2.57210 0.87660
H 1.19130 0.38620 -2.77290
H 2.78250 0.74890 -3.46830
H 1.48820 1.93740 -3.54790
H 0.33660 1.90150 -0.81120
H 0.89730 3.36580 -1.76110
H 1.49150 3.11010 -0.10210
H 4.45560 1.95880 -2.12400
H 3.90890 3.15320 -0.93100
H 3.41800 3.28780 -2.60900
I -0.01010 0.98380 -9.44140
C -0.65950 0.87510 -7.32370
C -1.18890 2.00280 -6.73380
C -1.44080 1.97470 -5.37360
C -1.13310 0.85870 -4.60490
C -0.58860 -0.25570 -5.23240
C -0.33650 -0.24950 -6.59430
C -1.30840 0.92840 -3.06460
O -1.83430 1.96600 -2.63980
O -0.86250 -0.05320 -2.44180
H -1.40640 2.88710 -7.32010
H -1.86710 2.83470 -4.87450
H -0.34730 -1.12620 -4.63920
H 0.10380 -1.11140 -7.08060
*
```

=====

C2H3AlO2 | ωB97M-V with the def2-TZVPD basis set

The value obtained for the frontier orbital gap (spin up / spin down) is 0.2956 / 0.3378 Ha. The LUMO energy (spin up / spin down) is -0.51471 / -0.43945 Eh.

```
! RIJCOSX wB97M-V def2-TZVPD def2/J DEFGRID3
* xyz 2 1
H 1.04685 -1.68157 -0.48099
C 0.50134 -0.72119 -0.57476
O 0.67672 0.13613 -1.45014
Al -0.54088 1.33412 -0.31415
O -0.17292 -0.36004 0.47507
C -0.23329 -1.33697 1.68246
H 0.17319 -0.68649 2.47698
H -1.32420 -1.35224 1.85382
*
```

=====

C4H5BNO7S | ωB97M-V with the def2-TZVPD basis set

The value obtained for the frontier orbital gap is 0.3097 Ha. The LUMO energy is 0.11901 Eh.

```
! RIJCOSX wB97M-V def2-TZVPD def2/J DEFGRID3
* xyz -1 1
B 1.67694 0.47916 0.38375
C 2.06935 -1.74518 -1.33025
C -1.19956 1.97915 -0.46253
C 2.38751 -1.91561 0.25097
C -0.78165 2.95761 -1.24606
N -1.81219 1.33551 0.34198
O -0.70839 -1.07128 0.42308
O 3.01679 -2.10056 -2.01969
O -0.79894 -2.92832 -1.14487
O 1.01272 -1.21575 -1.72173
O 2.17304 -0.62436 0.82544
O 1.57787 -2.80847 0.98374
O 1.39805 1.59252 0.03596
S -0.80844 -1.45846 -1.02456
H 3.40263 -2.21901 0.49007
H 0.31103 3.23472 -1.10156
H -1.36444 3.03447 -2.11330
H -1.55292 0.41106 0.51731
H 0.59030 -2.56632 0.95090
*
```

=====

Calculated ΔE to the lowest compared entry with this formula, charge and spin in order - 89.8; 29.1; 41.6; 210.2; 333.7; 220.2; 0.0; 344.8 kJ/mol